Record 1
DFT (ωB97M-V/def2-TZVPD) results for a gas-phase ion, C3Cl3O (charge +1) at a distorted geometry.

Computed properties:
Energy relative to the best compared isomer or geometry (same formula, charge and spin), kcal per mole: 66.7
Gap between HOMO and LUMO (spin up / spin down), eV: 6.7 / 6.7
Lowest unoccupied orbital energy (spin up / spin down), eV: -7.7 / -7.7
Highest occupied orbital energy (spin up / spin down), eV: -14.413 / -14.409
M, u: 158.4

```
! wB97M-V def2-TZVPD RIJCOSX def2/J DEFGRID3
* xyz 1 1
C -1.156 0.636 0.000
C 1.502 0.483 -0.005
C -0.513 -0.513 0.004
O 0.832 -0.666 0.010
Cl -2.336 1.664 -0.002
Cl 3.116 0.370 -0.004
Cl -1.445 -1.973 -0.003
*
```

---

Record 2
DFT (ωB97M-V/def2-TZVPD) results for a molecular structure, C3Cl3O5S at a distorted geometry.

Computed properties:
Energy relative to the best compared isomer or geometry (same formula, charge and spin), kcal per mole: 74.4
Gap between HOMO and LUMO, eV: 7.2
Lowest unoccupied orbital energy, eV: 3.2
Highest occupied orbital energy, eV: -3.930
M, u: 254.5

```
! wB97M-V def2-TZVPD RIJCOSX def2/J DEFGRID3
* xyz -1 1
C -2.761 -0.044 -0.851
C 1.754 0.316 1.650
C 1.489 -0.509 -1.167
O -3.705 -0.445 -0.370
O -1.853 0.208 -1.485
O -0.654 -0.812 0.830
O -0.430 1.692 1.039
O 0.617 0.445 -0.722
S 0.125 0.387 0.707
Cl 2.373 1.759 1.186
Cl 2.381 -0.974 0.813
Cl 0.665 -2.021 -1.630
*
```

---

Record 3
DFT (ωB97M-V/def2-TZVPD) results for a single C3ClF3 molecule at a distorted geometry.

Computed properties:
Energy relative to the best compared isomer or geometry (same formula, charge and spin), kcal per mole: 0.0
Gap between HOMO and LUMO, eV: 11.3
Lowest unoccupied orbital energy, eV: 0.3
Highest occupied orbital energy, eV: -10.978
M, u: 128.5

```
! wB97M-V def2-TZVPD RIJCOSX def2/J DEFGRID3
* xyz 0 1
C -0.473 0.225 0.787
C -0.075 -0.823 0.051
C 0.330 0.513 -0.410
F -1.218 0.597 1.807
F 1.678 0.894 -0.278
F -0.088 1.094 -1.552
Cl -0.154 -2.500 -0.405
*
```

---

Record 4
DFT (ωB97M-V/def2-TZVPD) results for a molecular structure, C3CsMgO6 at a distorted geometry.

Computed properties:
Energy relative to the best compared isomer or geometry (same formula, charge and spin), kcal per mole: 0.0
Gap between HOMO and LUMO (spin up / spin down), eV: 5.7 / 7.8
Lowest unoccupied orbital energy (spin up / spin down), eV: -0.8 / -0.8
Highest occupied orbital energy (spin up / spin down), eV: -6.434 / -8.600
M, u: 289.2

```
! wB97M-V def2-TZVPD RIJCOSX def2/J DEFGRID3
* xyz 0 2
C -0.340 0.745 -0.068
O 0.247 1.813 -0.089
C -1.902 0.612 0.070
O -2.309 -0.578 0.035
O -2.534 1.657 0.155
Mg 2.286 2.205 0.035
Cs -1.821 -3.420 -0.278
O 0.235 -0.437 -0.028
O 2.502 0.182 0.112
O 1.881 -1.986 0.023
C 1.755 -0.793 0.034
*
```

---

Record 5
DFT (ωB97M-V/def2-TZVPD) results for a molecular structure, C3H10AgNOPS at a distorted geometry.

Computed properties:
Gap between HOMO and LUMO, eV: 5.6
Lowest unoccupied orbital energy, eV: -6.4
Highest occupied orbital energy, eV: -11.953
M, u: 247.0

```
! wB97M-V def2-TZVPD RIJCOSX def2/J DEFGRID3
* xyz 1 1
C 0.562 1.882 -0.018
O 0.759 1.016 1.039
C 0.333 -0.345 0.982
C -1.108 -0.521 0.502
N -1.201 -0.662 -0.966
P 1.577 -1.386 0.056
S 2.580 -0.621 -1.382
H 0.641 1.405 -0.997
H 1.280 2.693 0.077
H -0.449 2.423 0.112
H 0.393 -0.653 2.027
H -1.602 -1.341 1.021
H -1.634 0.382 0.836
H -1.415 -1.609 -1.262
H -1.955 -0.110 -1.385
H 0.732 -2.473 -0.232
H 2.259 -1.953 1.140
Ag -1.751 1.871 -1.550
*
```

---

Record 6
DFT (ωB97M-V/def2-TZVPD) results for 2 unconnected molecules or ions with the total composition C3H10BClFNO6S at a distorted geometry.

Computed properties:
Gap between HOMO and LUMO, eV: 8.2
Lowest unoccupied orbital energy, eV: -1.2
Highest occupied orbital energy, eV: -9.309
M, u: 253.4

```
! wB97M-V def2-TZVPD RIJCOSX def2/J DEFGRID3
* xyz 0 1
C 2.528 -1.593 0.246
C 2.554 -0.128 -0.174
C 2.020 0.789 0.896
F 2.298 2.103 0.627
S 0.144 0.742 1.181
O -0.363 2.129 0.572
B -0.597 -0.429 -0.264
N -0.388 0.113 -1.562
O -1.275 -1.481 0.161
H 1.521 -2.022 0.232
H 3.137 -2.190 -0.432
H 2.927 -1.736 1.254
H 3.586 0.198 -0.332
H 2.018 0.040 -1.108
H 2.413 0.541 1.887
H -0.218 2.170 -0.393
H -1.269 0.598 -1.771
H -0.164 -0.572 -2.273
H -1.304 -1.728 1.089
O -2.924 0.501 -1.020
Cl -3.943 0.493 0.042
O -4.539 1.790 0.123
O -3.249 0.182 1.278
O -4.913 -0.511 -0.257
*
```

---

Question: Which value of M does entry 1 give?
Answer: 158.4 u

---

Question: Which value of M does entry 3 give?
Answer: 128.5 u

---

Question: Number 4 is which compound?
Answer: C3CsMgO6

---

Question: Among the records above, which one has the highest M?
Answer: C3CsMgO6